C3H7NO7S | wB97M-V/def2-TZVPD

Element x y z (Å)
C1 0.485 -0.174 -0.023
C2 -0.969 0.236 0.077
C3 0.577 -1.683 0.235
N1 -1.821 -0.220 -0.929
O1 0.523 2.984 1.704
O2 1.256 2.707 -0.660
O3 1.093 0.709 0.891
O4 -0.852 1.687 0.047
O5 0.943 -0.041 -1.284
O6 -1.512 -0.176 1.326
O7 1.844 -2.022 -0.341
S1 0.573 2.233 0.518
H1 -0.275 -2.145 -0.247
H2 0.610 -2.026 1.237
H3 -2.704 0.115 -0.892
H4 -1.557 0.223 -1.817
H5 1.938 0.000 -1.334
H6 -2.397 0.297 1.360
H7 2.246 -2.705 0.132

Forces on atoms 1 to 6 (eV/Å):
C -0.699 -2.037 0.649
C -1.214 0.244 1.057
C 1.766 0.200 0.286
N 3.313 -0.442 -2.493
O -0.174 0.227 0.444
O -0.590 -0.123 1.536

Properties
HOMO level: -10.6615 eV
ΔE to the lowest compared entry with this formula, charge and spin: 20.3 kcal/mol
E_LUMO: 0.5 eV
energy: -29880.8550 eV
total charge: 0
SMILES string: N[C@]1(O)OS(=O)(=O)O[C@@]1(O)CO
HOMO-LUMO gap: 11.121 eV
2S+1: 1

=====

C48H117O29P5 | wB97M-V/def2-TZVPD

Element x y z (Å)
C1 -4.811 -8.319 6.943
O1 -4.587 -9.636 6.460
C2 -3.645 -9.956 5.509
C3 -3.676 -9.114 4.198
O2 -3.093 -7.889 4.550
C4 -3.011 -6.977 3.369
C5 -1.933 -5.910 3.705
O3 -2.311 -5.462 5.061
C6 -1.627 -4.282 5.648
H1 -5.075 -7.513 6.257
H2 -3.855 -8.013 7.368
H3 -5.451 -8.328 7.825
H4 -3.926 -10.979 5.256
H5 -2.659 -9.954 5.974
H6 -4.671 -8.788 3.896
H7 -3.080 -9.518 3.379
H8 -4.027 -6.610 3.226
H9 -2.621 -7.500 2.495
H10 -1.959 -5.074 3.007
H11 -1.005 -6.480 3.652
H12 -1.556 -4.493 6.715
H13 -2.179 -3.368 5.428
H14 -0.594 -4.290 5.302
C7 -9.448 -10.478 2.572
O4 -9.287 -10.893 1.209
C8 -10.450 -11.233 0.516
C9 -11.525 -10.180 0.468
O5 -11.144 -9.089 -0.363
C10 -10.582 -8.080 0.500
C11 -10.513 -6.789 -0.243
O6 -11.794 -6.182 -0.317
C12 -12.063 -5.023 -1.156
H15 -10.453 -10.727 2.911
H16 -9.047 -9.528 2.926
H17 -8.681 -11.110 3.020
H18 -10.906 -12.050 1.075
H19 -10.129 -11.544 -0.478
H20 -12.008 -9.885 1.400
H21 -12.179 -10.929 0.022
H22 -9.676 -8.404 1.011
H23 -11.259 -7.800 1.307
H24 -10.121 -6.933 -1.250
H25 -9.807 -6.075 0.181
H26 -13.143 -4.929 -1.040
H27 -12.014 -5.200 -2.231
H28 -11.545 -4.083 -0.966
C13 1.958 -6.281 -11.743
O7 1.425 -7.084 -10.742
C14 2.325 -7.138 -9.583
C15 1.643 -7.667 -8.291
O8 0.401 -6.942 -7.959
C16 -0.379 -7.490 -6.844
C17 -1.390 -6.453 -6.394
O9 -2.331 -6.867 -5.308
C18 -3.495 -7.604 -5.766
H29 1.149 -6.288 -12.474
H30 2.902 -6.780 -11.962
H31 2.275 -5.258 -11.542
H32 2.782 -6.174 -9.361
H33 3.144 -7.809 -9.844
H34 2.300 -7.458 -7.446
H35 1.570 -8.755 -8.295
H36 0.336 -7.639 -6.034
H37 -0.960 -8.348 -7.181
H38 -1.830 -5.827 -7.171
H39 -0.903 -5.677 -5.804
H40 -4.345 -6.966 -6.009
H41 -3.923 -8.411 -5.171
H42 -3.267 -7.982 -6.763
C19 3.322 -1.787 -7.325
C20 4.451 -1.749 -6.160
O10 5.678 -1.917 -6.845
P1 7.052 -2.225 -6.124
O11 7.183 -3.531 -5.521
O12 8.192 -2.007 -7.261
C21 8.203 -2.642 -8.423
C22 9.366 -3.571 -8.662
O13 7.154 -1.046 -5.025
C23 7.570 0.230 -5.418
C24 7.012 1.141 -4.399
H43 3.331 -0.982 -8.060
H44 3.443 -2.694 -7.917
H45 2.324 -1.772 -6.887
H46 4.600 -0.886 -5.511
H47 4.332 -2.639 -5.541
H48 7.226 -3.070 -8.649
H49 8.256 -1.875 -9.195
H50 8.906 -4.550 -8.529
H51 9.561 -3.483 -9.731
H52 10.234 -3.281 -8.069
H53 8.638 0.446 -5.432
H54 7.058 0.568 -6.319
H55 5.938 1.235 -4.237
H56 7.460 1.071 -3.407
H57 7.333 2.172 -4.549
C25 -1.060 15.555 -3.282
C26 0.417 15.331 -2.888
O14 0.877 14.049 -3.386
P2 2.423 13.705 -3.703
O15 3.276 14.836 -3.246
O16 2.521 13.327 -5.292
C27 2.951 14.233 -6.367
C28 2.364 13.741 -7.693
O17 2.668 12.346 -2.848
C29 1.902 11.246 -3.025
C30 2.824 10.104 -3.407
H58 -1.541 14.587 -3.142
H59 -1.662 16.322 -2.795
H60 -1.193 15.777 -4.341
H61 0.858 16.195 -3.386
H62 0.396 15.415 -1.802
H63 2.763 15.291 -6.183
H64 4.035 14.125 -6.382
H65 2.834 14.356 -8.461
H66 2.461 12.656 -7.735
H67 1.348 14.023 -7.419
H68 1.423 10.955 -2.090
H69 1.040 11.393 -3.676
H70 2.251 9.178 -3.457
H71 3.444 10.317 -4.278
H72 3.327 9.905 -2.461
C31 7.039 5.522 5.409
C32 8.344 6.124 5.858
O18 8.361 6.248 7.235
P3 8.865 7.649 8.059
O19 7.798 8.647 8.196
O20 10.248 8.106 7.384
C33 10.942 9.260 7.784
C34 10.929 10.313 6.643
O21 9.306 6.972 9.481
C35 8.391 6.202 10.235
C36 8.562 4.752 9.976
H73 6.197 6.050 5.858
H74 7.197 5.430 4.334
H75 6.879 4.521 5.811
H76 9.162 5.534 5.443
H77 8.523 7.042 5.297
H78 10.525 9.593 8.734
H79 11.961 9.125 8.148
H80 10.162 10.209 5.875
H81 11.062 11.359 6.921
H82 11.819 9.998 6.100
H83 8.577 6.381 11.294
H84 7.335 6.402 10.050
H85 9.577 4.374 10.099
H86 7.914 4.098 10.560
H87 8.204 4.562 8.965
C37 -4.875 3.774 5.663
C38 -5.916 2.987 6.332
O22 -5.291 2.580 7.542
P4 -4.601 1.110 7.628
O23 -4.458 0.408 8.938
O24 -5.182 0.071 6.475
C39 -6.119 -0.911 6.799
C40 -6.121 -2.044 5.705
O25 -3.107 1.397 6.944
C41 -2.236 2.315 7.508
C42 -1.124 2.612 6.467
H88 -5.274 4.247 4.766
H89 -4.815 4.758 6.127
H90 -4.018 3.244 5.248
H91 -6.721 3.672 6.600
H92 -6.311 2.171 5.728
H93 -5.769 -1.423 7.696
H94 -7.091 -0.489 7.054
H95 -5.213 -2.638 5.804
H96 -6.920 -2.782 5.635
H97 -6.134 -1.704 4.669
H98 -2.708 3.263 7.766
H99 -1.733 1.823 8.341
H100 -1.626 2.871 5.535
H101 -0.384 3.370 6.724
H102 -0.492 1.773 6.175
C43 1.085 2.530 0.173
C44 0.418 2.400 -1.193
O26 -0.795 1.846 -0.772
P5 -1.243 0.445 -1.473
O27 -1.139 0.447 -2.941
O28 -0.163 -0.498 -0.655
C45 0.759 -1.225 -1.322
C46 1.676 -1.981 -0.378
O29 -2.733 0.050 -0.925
C47 -3.114 -1.300 -0.895
C48 -4.645 -1.260 -0.952
H103 0.410 2.981 0.899
H104 1.241 1.489 0.458
H105 2.037 3.034 0.338
H106 0.200 3.362 -1.657
H107 0.984 1.750 -1.860
H108 0.169 -1.818 -2.021
H109 1.408 -0.681 -2.009
H110 2.346 -2.739 -0.783
H111 2.138 -1.133 0.126
H112 0.887 -2.461 0.201
H113 -2.708 -1.908 -1.705
H114 -2.746 -1.891 -0.056
H115 -5.060 -0.812 -1.855
H116 -4.918 -2.315 -0.958
H117 -5.157 -0.865 -0.075

Forces on atoms 1 to 6 (eV/Å):
C 2.015 0.155 0.801
O -2.499 0.400 0.671
C -0.212 -0.054 -1.486
C 0.271 0.745 1.445
O 1.498 2.004 -1.618
C 0.628 -0.368 2.130

Properties
HOMO level: -9.1954 eV
ΔE to the lowest compared entry with this formula, charge and spin: 225.7 kcal/mol
E_LUMO: 0.1 eV
energy: -157492.9198 eV
total charge: 0
SMILES string: CCOP(=O)(OCC)OCC.CCOP(=O)(OCC)OCC.CCOP(=O)(OCC)OCC.CCOP(=O)(OCC)OCC.CCOP(=O)(OCC)OCC.COCCOCCOC.COCCOCCOC.COCCOCCOC
HOMO-LUMO gap: 9.310 eV
2S+1: 1